1.
{
  "formula": "C6H12N",
  "method": "the ωB97M-V functional and the def2-TZVPD basis",
  "symbols": ["C", "C", "C", "C", "C", "N", "C", "H", "H", "H", "H", "H", "H", "H", "H", "H", "H", "H", "H"],
  "positions_angstrom": [[2.18925, 0.99107, 0.97638], [2.84150, -0.27800, 0.44041], [1.71794, -1.27995, 0.39846], [0.76575, -0.79117, -0.71332], [0.05374, 0.20926, -0.31775], [-4.39854, 0.64222, -0.47626], [-3.20620, 0.32722, -0.32618], [2.10669, 0.94372, 2.06207], [1.07262, 0.98115, 0.66040], [2.67724, 1.93045, 0.74689], [3.60987, -0.65281, 1.12127], [3.25882, -0.03994, -0.53420], [1.18648, -1.11877, 1.33886], [2.10479, -2.28752, 0.27473], [0.70406, -1.30052, -1.67464], [-0.23898, 1.00450, -1.01284], [-4.76132, 0.42407, -1.39483], [-2.53594, 0.07883, -1.16350], [-2.75868, 0.32700, 0.66649]],
  "forces_ev_per_angstrom": [[1.36, -0.68, 1.13], [-0.42, 1.17, -0.10], [0.83, -0.09, -0.30], [0.52, -1.16, 1.98], [0.65, 0.90, -2.98], [-1.12, -0.46, 0.62], [0.95, 0.01, -0.27], [-0.38, -0.02, 0.06], [-0.94, 0.18, -0.44], [-0.46, 0.24, -0.56], [0.07, 0.28, -0.03], [0.29, -0.44, -0.10], [-0.03, -0.90, -0.06], [-0.52, -0.16, -0.14], [-0.59, -0.15, 0.22], [-0.33, 0.84, 1.35], [0.08, 0.52, -0.51], [-0.06, -0.39, 0.03], [0.09, 0.30, 0.10]],
  "orbital_gap_ev": 5.18,
  "e_homo_ev": -12.86,
  "total_charge": 1,
  "relative_energy_ev": 6.411,
  "e_tot_ha": -290.086294
}

=====

2.
{
  "formula": "C6H12N",
  "method": "the ωB97M-V functional and the def2-TZVPD basis",
  "symbols": ["C", "C", "C", "C", "C", "N", "C", "H", "H", "H", "H", "H", "H", "H", "H", "H", "H", "H", "H"],
  "positions_angstrom": [[0.34993, 2.13520, 1.07675], [0.35525, 1.17682, 2.25651], [-0.37469, -0.03968, 1.86318], [0.22380, -0.89090, 0.81466], [-0.14771, -0.55355, -0.45895], [-0.41803, -1.93342, -4.59538], [-0.60781, -1.50444, -3.34857], [-0.51508, 2.83887, 1.16478], [0.25888, 1.59222, 0.14707], [1.41062, 2.68155, 0.98545], [-0.22923, 1.69880, 3.09712], [1.37545, 1.02455, 2.67071], [-1.47925, 0.12702, 1.69151], [-0.49254, -0.75197, 2.79967], [0.93161, -1.70790, 1.07876], [0.70467, -0.78486, -1.14078], [0.11855, -2.83129, -4.50923], [-0.43089, -1.82020, -2.36178], [-1.03354, -0.45682, -3.23148]],
  "forces_ev_per_angstrom": [[2.12, 2.28, 0.71], [0.10, 1.99, 1.48], [-2.25, -2.14, 4.08], [-1.35, 1.49, -2.66], [2.79, -3.59, 3.03], [0.46, 0.13, 5.20], [-0.67, 2.07, -5.39], [0.98, -0.39, -0.43], [-0.23, -0.62, -1.07], [-2.65, -0.79, 0.16], [0.83, -0.93, -1.04], [-0.66, -0.29, -0.43], [1.32, 0.26, -0.61], [0.60, 1.04, -1.57], [-1.07, -0.16, -0.42], [-0.46, 2.10, -1.05], [-0.70, 0.54, -0.44], [0.78, -1.95, 0.95], [0.08, -1.02, -0.49]],
  "orbital_gap_ev": 4.95,
  "e_homo_ev": -13.84,
  "total_charge": 1,
  "relative_energy_ev": 8.600,
  "e_tot_ha": -290.005881
}

=====

3.
{
  "formula": "C6H12N",
  "method": "the ωB97M-V functional and the def2-TZVPD basis",
  "symbols": ["C", "C", "C", "C", "C", "C", "N", "H", "H", "H", "H", "H", "H", "H", "H", "H", "H", "H", "H"],
  "positions_angstrom": [[3.01109, -0.36943, 0.02035], [2.04602, 0.37005, -0.11793], [-0.71351, -0.65093, 1.39357], [-1.63387, 0.93411, -0.12319], [-0.18599, -0.91070, -1.14993], [0.80647, 1.06038, -0.28452], [-0.57407, -0.06113, 0.05117], [3.91612, -0.90279, 0.18889], [-1.47401, -1.41080, 1.53496], [0.14083, -1.18868, 1.55036], [-0.74147, 0.00026, 2.22829], [-1.63603, 1.64095, 0.61438], [-1.45550, 1.35437, -1.01252], [-2.52701, 0.38942, 0.04299], [-0.50473, -0.48347, -2.10474], [0.81184, -1.26685, -1.00000], [-0.87273, -1.75181, -1.02752], [0.72803, 1.41271, -1.26615], [0.85852, 1.83434, 0.46156]],
  "forces_ev_per_angstrom": [[4.21, -3.64, 0.97], [-5.65, 4.67, -1.22], [0.15, -0.88, -1.00], [-0.30, -3.52, 0.94], [-3.36, -1.44, 1.76], [5.18, -0.64, 2.32], [-0.37, 1.30, -0.08], [0.16, 0.04, -0.10], [-0.76, 0.20, -0.67], [2.54, -1.57, 0.49], [-0.35, 1.44, 0.20], [0.59, 1.86, 2.07], [-0.34, 1.67, -3.51], [-1.44, -0.25, -0.73], [0.74, 0.44, 0.34], [0.39, 0.00, -0.48], [0.23, -0.48, -0.36], [-0.76, 0.36, -1.41], [-0.87, 0.43, 0.47]],
  "orbital_gap_ev": [7.71, 7.29],
  "e_homo_ev": [-10.34, -15.25],
  "multiplicity": 3,
  "total_charge": 1,
  "relative_energy_ev": 4.226,
  "e_tot_ha": -289.997567
}

=====

4.
{
  "formula": "C6H12N2",
  "method": "the ωB97M-V functional and the def2-TZVPD basis",
  "symbols": ["C", "C", "H", "H", "H", "H", "H", "H", "C", "C", "C", "C", "N", "N", "H", "H", "H", "H", "H", "H"],
  "positions_angstrom": [[2.75187, 0.30179, -1.44769], [1.70311, 1.36313, -1.75401], [2.44058, -0.09304, -0.39855], [2.32001, -0.72496, -1.71280], [3.71679, 0.45369, -1.79148], [1.04175, 1.77307, -0.85532], [0.95859, 1.02667, -2.69277], [2.03465, 2.28846, -1.86171], [-0.45775, -2.10285, 1.22015], [-2.35242, -0.43713, 1.64182], [-1.09969, -0.76305, 1.30983], [-1.45045, 1.09356, 0.33337], [-2.66551, 0.67967, 0.82727], [-0.41453, 0.22705, 0.59351], [-2.95775, -0.86149, 2.39621], [-3.51941, 1.13989, 0.77156], [-1.17877, -2.77324, 0.59386], [-0.22759, -2.51445, 2.17071], [-1.15829, 2.06897, -0.23644], [0.51480, -2.14573, 0.89247]],
  "forces_ev_per_angstrom": [[-5.27, -3.11, 2.58], [-4.54, -2.81, -0.04], [2.01, 1.59, -0.53], [0.84, 1.21, -1.27], [1.86, 0.18, -0.03], [0.77, -2.25, -1.40], [1.88, 1.25, 2.59], [2.46, 4.01, -1.93], [-3.06, -1.10, 0.80], [-0.99, 0.64, -1.21], [3.43, -0.66, -0.77], [2.73, 0.63, -1.08], [3.20, -0.35, 1.15], [-4.42, 1.58, -0.29], [-0.95, -0.34, 0.04], [-1.33, 1.10, -0.03], [1.38, 0.66, 1.08], [-0.78, -0.94, 1.17], [-1.47, -1.88, 1.04], [2.23, 0.59, -1.86]],
  "orbital_gap_ev": [1.88, 8.68],
  "e_homo_ev": [1.67, -4.82],
  "multiplicity": 2,
  "total_charge": -1,
  "relative_energy_ev": 3.774,
  "e_tot_ha": -345.141487
}

=====

5.
{
  "formula": "C6H12N2",
  "method": "the ωB97M-V functional and the def2-TZVPD basis",
  "symbols": ["C", "C", "N", "C", "H", "H", "H", "H", "H", "C", "C", "N", "C", "H", "H", "H", "H", "H", "H", "H"],
  "positions_angstrom": [[-2.57154, 0.68008, -0.53901], [-2.57516, 0.85208, 0.77516], [-1.61799, 0.36522, 1.68331], [-1.38089, -0.87466, 1.69489], [-1.81021, 0.08518, -1.02408], [-3.33522, 1.15659, -1.13385], [-3.32311, 1.46992, 1.25599], [-0.62960, -1.27061, 2.37153], [-1.90891, -1.57537, 1.03866], [2.06894, -1.98451, 0.00950], [2.19862, -0.67223, -0.17848], [1.17869, 0.21403, -0.46044], [1.48180, 1.48910, -1.08980], [1.10453, -2.46459, -0.12718], [2.93147, -2.56723, 0.28931], [3.16479, -0.19093, -0.05769], [0.34151, -0.21360, -0.82455], [0.62952, 2.15127, -0.96302], [2.32081, 1.94432, -0.56752], [1.73195, 1.40594, -2.15275]],
  "forces_ev_per_angstrom": [[-0.01, -0.02, 0.11], [0.06, 0.06, 0.32], [-0.09, -0.13, -0.11], [0.03, 0.03, -0.04], [-0.01, 0.02, -0.11], [0.03, -0.06, -0.15], [-0.06, 0.09, -0.04], [0.05, 0.03, -0.03], [-0.02, -0.01, 0.05], [-0.06, 0.07, -0.11], [-0.03, 0.17, 0.03], [0.03, 0.14, -0.26], [0.02, -0.17, 0.23], [0.14, -0.11, 0.06], [-0.07, -0.13, 0.01], [-0.01, -0.02, 0.04], [0.00, -0.08, 0.13], [-0.07, 0.07, -0.09], [0.08, 0.03, -0.02], [-0.01, 0.03, -0.01]],
  "orbital_gap_ev": 8.98,
  "e_homo_ev": -7.97,
  "relative_energy_ev": 2.446,
  "smiles": "C=CN=C.C=CNC",
  "e_tot_ha": -345.237985
}

=====

6.
{
  "formula": "C6H12N2",
  "method": "the ωB97M-V functional and the def2-TZVPD basis",
  "symbols": ["C", "C", "C", "N", "C", "N", "H", "H", "H", "H", "H", "H", "C", "C", "H", "H", "H", "H", "H", "H"],
  "positions_angstrom": [[-2.74597, -0.04555, 1.14190], [-1.34214, -0.52373, 0.97062], [-0.33219, -0.62896, 1.87792], [0.63352, -1.41084, 1.31144], [0.18777, -1.73371, 0.05737], [-0.98219, -1.23262, -0.15907], [-3.44453, -0.80409, 0.80776], [-2.88481, 0.88088, 0.57062], [-2.93093, 0.26962, 2.16739], [-0.21796, -0.18735, 2.85686], [1.55636, -1.52467, 1.69226], [0.76270, -2.35307, -0.60933], [1.24109, 1.62639, -1.03072], [1.70894, 0.72419, -2.17466], [0.24400, 2.00482, -1.23511], [1.18264, 1.05763, -0.10131], [1.93039, 2.44572, -0.82343], [2.56581, 0.12343, -1.87035], [1.91976, 1.33628, -3.04890], [0.94772, -0.02436, -2.40125]],
  "forces_ev_per_angstrom": [[0.60, 1.22, -0.12], [-0.07, -0.99, 0.06], [-0.26, 0.57, 0.53], [0.29, 0.15, -0.33], [0.68, -0.01, 0.62], [-0.77, 0.12, -0.47], [-0.13, 0.01, 0.06], [-0.21, -0.29, -0.24], [-0.09, -0.37, 0.15], [-0.02, -0.18, -0.05], [0.00, -0.21, -0.14], [0.01, 0.01, -0.09], [0.12, -0.50, 0.25], [-0.25, -0.05, 0.51], [-0.04, 0.25, 0.02], [-0.15, -0.06, 0.03], [-0.06, 0.10, -0.24], [0.36, 0.30, -0.18], [0.16, -0.30, -0.18], [-0.17, 0.24, -0.19]],
  "orbital_gap_ev": 9.50,
  "e_homo_ev": -8.63,
  "relative_energy_ev": 0.075,
  "smiles": "Cc1c[nH]cn1.CC",
  "e_tot_ha": -345.325114
}